# 1
This record from the Open Molecules 2025 dataset describes a structure of composition CH3NO2S2 at a distorted geometry. The level of theory is ωB97M-V with the def2-TZVPD basis set.

Results
relative energy (zero: lowest compared OMol25 entry of this formula, charge and spin)	2.133	eV
charge	0
E_HOMO	-9.35	eV

Atoms and positions in Å:
C (0.833515, 0.804478, -0.265100)
N (-0.707870, -0.980930, 0.246362)
O (-1.930486, 0.428239, -1.517317)
O (0.684369, -0.100826, 2.238803)
S (-0.727225, -0.335253, -1.345005)
S (0.871262, -0.602878, 0.896581)
H (1.723144, 0.982415, -0.842234)
H (0.371308, 1.688503, 0.146930)
H (-1.118017, -1.883749, 0.440980)

Atoms 1-2, force components in eV/Å:
-1.775 -2.245 -1.217
0.701 0.514 -0.211

=====

# 2
This record from the Open Molecules 2025 dataset describes the ion C4H7N2 with charge +1 at a distorted geometry. The level of theory is ωB97M-V with the def2-TZVPD basis set.

Results
relative energy (zero: lowest compared OMol25 entry of this formula, charge and spin)	6.964	eV
charge	+1
E_HOMO	-13.31	eV

Atoms and positions in Å:
C (1.190592, 0.150480, 0.124653)
C (2.398621, -0.233983, 0.056791)
C (-0.226987, 0.546016, -0.108961)
C (-1.187723, -0.702827, -0.090803)
N (-3.228609, 0.456579, 0.065536)
N (-2.624227, -0.538820, -0.005023)
H (2.662685, -1.183291, 0.335036)
H (3.293237, 0.375479, -0.018243)
H (-0.565835, 1.378560, 0.513423)
H (-0.155262, 0.835317, -1.176504)
H (-1.017164, -1.184318, -1.011073)
H (-0.848551, -1.389861, 0.631039)
H (-2.694223, 1.257240, 0.027126)

Atoms 1-2, force components in eV/Å:
-2.247 0.813 -0.544
-0.667 2.118 0.207

=====

# 3
This record from the Open Molecules 2025 dataset describes a structure of composition C28H34GeN4O2Sr at a distorted geometry. The level of theory is ωB97M-V with the def2-TZVPD basis set.

Results
2S+1	2
relative energy (zero: lowest compared OMol25 entry of this formula, charge and spin)	0.000	eV
charge	+1
E_HOMO (spin up / spin down)	-9.88 / -11.44	eV

Atoms and positions in Å:
Sr (0.749833, -1.482356, 0.261815)
N (3.736893, -1.641890, -0.247300)
C (4.422602, -2.340251, 0.888093)
C (3.829478, -1.879367, 2.215705)
C (2.346565, -1.976150, 2.068657)
O (1.846479, -3.014470, 1.517052)
O (1.620797, -0.946731, 2.268378)
H (3.934823, -2.164064, -1.093789)
H (4.142694, -0.725295, -0.405157)
H (5.501885, -2.189846, 0.875389)
H (4.238030, -3.402304, 0.755140)
H (4.087418, -0.841794, 2.426830)
H (4.185917, -2.492334, 3.046653)
C (-3.879317, -4.329795, -2.381556)
C (-2.581998, -4.840022, -1.805427)
N (-1.873830, -3.715910, -1.191443)
C (-2.505320, -2.689595, -0.511120)
N (-1.743879, -1.863058, 0.154856)
C (-2.430804, -0.861413, 0.986842)
C (-3.700127, -0.371853, 0.328314)
C (-4.595450, -1.554221, 0.056527)
N (-3.850093, -2.609182, -0.635340)
C (-4.651624, -3.659269, -1.270286)
H (-4.459751, -5.151267, -2.800285)
H (-3.679709, -3.614635, -3.183064)
H (-1.935622, -5.268857, -2.568277)
H (-2.788685, -5.621633, -1.067453)
H (-0.989996, -3.962775, -0.783364)
H (-1.761948, -0.012291, 1.155525)
H (-2.648557, -1.281619, 1.974021)
H (-3.445702, 0.126295, -0.606943)
H (-4.224400, 0.351193, 0.954665)
H (-5.437950, -1.280574, -0.578886)
H (-5.008134, -1.950028, 0.990009)
H (-5.557664, -3.183503, -1.642416)
H (-4.957207, -4.399818, -0.523799)
C (1.289942, 3.539874, 4.451901)
C (2.252901, 3.830688, 3.497838)
C (2.183028, 3.248515, 2.235766)
C (1.142971, 2.372949, 1.917684)
C (0.181887, 2.085307, 2.893013)
C (0.250384, 2.666760, 4.149097)
Ge (1.028319, 1.577118, 0.191079)
C (-0.646424, 1.915986, -0.690685)
C (-1.591830, 2.782726, -0.128260)
C (-2.750903, 3.106725, -0.824829)
C (-2.983524, 2.573597, -2.086377)
C (-2.065998, 1.697493, -2.650183)
C (-0.911562, 1.363022, -1.951231)
C (2.502744, 2.004981, -0.941329)
C (3.813023, 1.789453, -0.489903)
C (4.903285, 2.121319, -1.282907)
C (4.700517, 2.667800, -2.545589)
C (3.410540, 2.885331, -3.007517)
C (2.316560, 2.553936, -2.214322)
H (1.346225, 3.993557, 5.433552)
H (3.057362, 4.516610, 3.732401)
H (2.937009, 3.503278, 1.501195)
H (-0.627539, 1.392812, 2.688412)
H (-0.499875, 2.437040, 4.895397)
H (-1.412437, 3.235296, 0.839407)
H (-3.465049, 3.795268, -0.390231)
H (-3.880272, 2.843695, -2.630376)
H (-2.245326, 1.283212, -3.634664)
H (-0.196184, 0.700235, -2.429466)
H (3.990341, 1.388929, 0.504411)
H (5.910435, 1.965398, -0.916888)
H (5.548226, 2.933253, -3.165019)
H (3.255635, 3.322266, -3.986643)
H (1.319961, 2.746275, -2.593289)

Atoms 1-2, force components in eV/Å:
-1.259 -0.154 -2.137
0.048 -0.192 0.172